10 unconnected molecules or ions with the total composition C40H96N12O10 in a non-equilibrium geometry, computed with ωB97M-V/def2-TZVPD.

Each line ends with the Mulliken charge.
Positions of all 158 atoms, in Å:
C 4.53732 -0.47728 0.66237  -1.742
C 3.10098 -0.19334 0.23596  2.066
C 3.01224 1.30353 -0.08969  -1.879
C 2.78966 -1.00371 -1.00367  -1.562
C 1.29195 -0.95688 -1.37081  -0.604
C 0.51358 -1.51891 -0.19239  0.227
C 0.76704 -0.77764 1.12347  3.413
C 0.00733 0.55906 1.16794  -0.752
C 0.20291 -1.69734 2.20735  -2.693
N 2.22582 -0.65157 1.32376  1.705
O 2.48324 0.10114 2.50556  -0.210
H 4.65622 -1.44787 1.13101  -0.127
H 5.17889 -0.52477 -0.22614  0.487
H 5.02966 0.29298 1.25924  0.299
H 2.04742 1.61099 -0.50127  -0.017
H 3.13274 2.01622 0.73773  0.192
H 3.77620 1.61121 -0.80673  0.630
H 3.29763 -0.60122 -1.87931  0.492
H 3.01384 -2.05404 -0.80839  0.290
H 0.90047 0.04494 -1.57019  0.073
H 1.23186 -1.56043 -2.27796  0.560
H 0.81908 -2.56959 -0.11927  -1.426
H -0.56310 -1.58303 -0.36687  0.322
H -1.05375 0.38543 0.99255  -0.020
H 0.34589 1.13789 0.30800  -0.387
H 0.18418 1.03386 2.12990  0.134
H -0.87774 -1.81749 2.06883  0.449
H 0.21640 -1.22252 3.19299  0.602
H 0.69738 -2.66403 2.18610  0.049
H 2.51411 1.01533 2.18621  -0.176
C 2.64816 -5.51914 -2.82512  -1.676
C 1.42659 -6.38914 -2.54799  1.460
C 1.16336 -7.25709 -3.79951  -1.984
C 1.78565 -7.35959 -1.40873  -0.563
C 0.55685 -8.00320 -0.79198  -0.783
C -0.38422 -6.94186 -0.28803  -1.383
C -0.84294 -5.94009 -1.35481  1.910
C -2.01257 -6.50822 -2.19676  -1.718
C -1.32884 -4.68409 -0.64289  -2.272
N 0.27491 -5.56491 -2.22602  1.175
O -0.08938 -4.67332 -3.23583  -0.517
H 3.44830 -6.23099 -3.08604  0.412
H 2.64108 -4.92299 -3.73870  0.367
H 2.99684 -4.98942 -1.94106  0.142
H 0.34728 -7.97220 -3.69872  0.325
H 0.91901 -6.57148 -4.62332  0.430
H 2.04428 -7.78312 -4.17038  0.435
H 2.44894 -8.12379 -1.82284  0.553
H 2.44083 -6.89266 -0.66370  -0.273
H 0.05789 -8.60411 -1.56225  0.332
H 0.81679 -8.74363 -0.03254  0.388
H -0.01359 -6.40692 0.59159  0.112
H -1.30401 -7.39245 0.10541  0.550
H -2.41116 -7.43787 -1.78534  0.380
H -1.75970 -6.71695 -3.24010  0.316
H -2.86929 -5.83121 -2.25611  0.431
H -1.53020 -3.91887 -1.39524  0.639
H -0.69568 -4.23841 0.12587  0.066
H -2.26646 -4.89409 -0.11326  0.561
H -0.66816 -5.16995 -3.83706  0.281
C -2.70183 0.48718 -1.62649  -2.384
C -4.03868 1.21815 -1.63036  2.625
C -3.74181 2.69887 -1.89072  -2.066
C -4.88024 0.69746 -2.80546  -1.288
C -6.33381 1.17942 -2.69678  -0.669
C -6.95415 0.70634 -1.38160  -1.238
C -6.16648 1.14742 -0.14797  1.574
C -6.45632 2.64004 0.10503  -1.641
C -6.61948 0.31076 1.02453  -1.945
N -4.73930 0.90552 -0.38860  0.023
O -3.95947 1.28750 0.74964  -0.130
H -2.06614 0.82911 -0.81181  -0.101
H -2.77384 -0.60263 -1.52863  0.651
H -2.19743 0.59316 -2.59029  0.578
H -3.24484 3.19291 -1.05455  0.297
H -3.11823 2.84253 -2.77794  0.404
H -4.63216 3.27407 -2.15804  0.393
H -4.54697 1.23861 -3.70030  0.330
H -4.81509 -0.35565 -3.07307  0.388
H -6.42094 2.24765 -2.88175  0.327
H -6.93498 0.67420 -3.46073  0.412
H -7.05224 -0.37857 -1.47675  0.398
H -7.98216 1.07297 -1.30802  0.440
H -7.47031 2.63871 0.51979  0.510
H -6.46450 3.24474 -0.79793  0.360
H -5.78444 3.09262 0.83119  0.194
H -7.66769 0.48714 1.28750  0.414
H -6.12907 0.63375 1.95510  0.361
H -6.46868 -0.76752 0.99255  0.400
H -3.74613 0.40844 1.07994  0.272
C 0.73650 5.15166 -0.21334  -2.032
C -0.03153 5.36850 -1.52009  1.959
C -0.06683 3.99341 -2.21533  -1.689
C -1.48213 5.82118 -1.32944  -1.148
C -1.67484 7.28048 -0.95250  -1.016
C -0.98395 8.18317 -1.97306  -1.186
C 0.48220 7.75471 -2.22846  1.438
C 0.92672 8.48475 -3.48313  -2.007
C 1.31788 8.29725 -1.05012  -1.715
N 0.59077 6.32820 -2.42882  0.422
O 1.86811 5.94725 -2.90882  -0.493
H 0.91188 6.06686 0.35543  0.507
H 0.11390 4.58811 0.49339  0.511
H 1.68318 4.63683 -0.37252  0.342
H -0.25332 3.23436 -1.44655  0.103
H -0.91781 3.86952 -2.88726  0.325
H 0.87096 3.77205 -2.71663  0.539
H -2.02069 5.62670 -2.25740  0.468
H -1.84797 5.18863 -0.51393  0.318
H -2.74238 7.45892 -0.81843  0.433
H -1.22151 7.49578 0.02398  0.323
H -0.92978 9.22560 -1.66992  0.500
H -1.52936 8.05815 -2.91534  0.377
H 0.74022 9.55840 -3.41486  0.417
H 0.49687 8.07569 -4.40007  0.436
H 2.01039 8.45676 -3.64996  0.410
H 2.34859 7.93243 -1.04169  0.324
H 0.88426 7.97864 -0.10373  0.324
H 1.38130 9.38621 -1.06592  0.466
H 1.67394 5.78760 -3.83693  0.354
N 3.12626 -2.63404 3.64956  0.160
C 4.05042 -2.51383 4.64295  0.524
N 4.41216 -1.21966 4.91175  -0.286
O 4.50666 -3.46520 5.25398  -0.711
H 2.78170 -3.55456 3.47361  -0.031
H 2.69423 -1.83321 3.20941  -0.086
H 3.80443 -0.45657 4.67618  0.126
H 5.09748 -1.10327 5.63351  0.220
N -0.48273 2.26614 4.47056  -0.230
C -1.72350 1.70200 4.47176  0.784
N -2.62384 2.39519 3.70041  -0.337
O -1.99139 0.63823 5.01743  -0.712
H 0.28421 1.93548 5.02484  0.135
H -0.34685 3.09226 3.91795  0.085
H -3.48999 1.96097 3.44391  0.130
H -2.34236 3.26096 3.28272  0.137
N 4.49354 2.80950 3.62713  -0.356
C 3.34055 3.43713 3.23992  0.546
N 3.49244 4.25895 2.15727  -0.435
O 2.23960 3.20077 3.71048  -0.573
H 4.34987 1.96553 4.15198  0.183
H 5.42202 3.06001 3.34750  0.188
H 4.35638 4.35578 1.65824  0.199
H 2.62748 4.47689 1.69388  0.158
N 3.76853 -6.49534 2.05463  -0.376
C 3.62224 -5.55422 1.06349  0.141
N 2.58180 -4.68175 1.24725  0.760
O 4.35275 -5.54694 0.09190  -0.647
H 3.35786 -6.43609 2.96885  0.161
H 4.43516 -7.22439 1.88327  0.261
H 1.89536 -5.00963 1.90685  0.349
H 2.25925 -4.13826 0.46697  -0.735
O -0.42435 -1.91513 5.76604  -0.598
H -1.08515 -2.61050 5.81445  0.288
H -0.91218 -1.13722 5.46619  0.336
O 6.14891 -3.13294 2.32440  -0.608
H 6.16185 -3.99640 2.74849  0.322
H 5.21101 -2.91848 2.26944  0.142

E_HOMO in eV: -8.08
Kohn-Sham gap in Eh: 0.30598
Charge: 0
LUMO energy in Eh: 0.009
SMILES: CC1(C)CCCC(C)(C)N1O.CC1(C)CCCC(C)(C)N1O.CC1(C)CCCC(C)(C)N1O.CC1(C)CCCC(C)(C)N1O.NC(N)=O.NC(N)=O.NC(N)=O.NC(N)=O.O.O


12 unconnected molecules or ions with the total composition C40H96O28S8 in a non-equilibrium geometry, computed with ωB97M-V/def2-TZVPD.

Each line ends with the Mulliken charge.
Positions of all 172 atoms, in Å:
C -2.62795 2.20882 1.36697  -1.101
C -2.35332 3.71096 1.36809  0.961
O -2.92434 4.34150 2.51684  -0.487
S -3.44290 5.87612 2.40148  1.062
C -1.85553 6.71321 2.34353  -0.536
O -4.04836 6.05381 1.11298  -0.530
O -4.12978 6.19980 3.61839  -0.632
H -1.98796 1.58328 1.98496  0.447
H -2.46902 1.86540 0.34179  -0.222
H -3.67484 2.00407 1.59227  0.444
H -1.27459 3.90397 1.36217  0.127
H -2.72903 4.19877 0.46512  -0.155
H -2.01275 7.78489 2.48568  0.519
H -1.44995 6.71268 1.33256  0.052
H -1.19075 6.31206 3.09818  0.092
C -3.68121 -5.58760 2.49554  -0.960
C -3.75263 -4.60099 3.63495  -0.266
O -3.28208 -3.34231 3.13462  -0.147
S -3.83701 -2.00353 3.89036  0.965
C -5.16704 -1.65130 2.67031  -0.667
O -4.38737 -2.31072 5.16539  -0.626
O -2.83520 -0.98518 3.76492  -0.459
H -4.44290 -5.42121 1.73128  0.294
H -3.83896 -6.62009 2.80742  0.473
H -2.68773 -5.47845 2.05623  0.019
H -4.75029 -4.50996 4.06743  0.454
H -3.13652 -4.99727 4.44684  0.213
H -5.53386 -0.63863 2.81378  0.417
H -5.96804 -2.36368 2.86890  0.368
H -4.81449 -1.83098 1.65781  -0.043
C 3.88806 0.47840 7.10420  -1.462
C 3.18778 0.68817 5.76266  0.309
O 2.47831 -0.52601 5.51852  -0.319
S 2.27126 -1.09879 4.03257  0.891
C 3.91036 -1.83962 3.76242  -0.904
O 1.25091 -2.09263 4.12836  -0.640
O 2.12801 -0.01358 3.09478  -0.211
H 3.22281 0.40760 7.96005  0.344
H 4.64827 1.25768 7.19329  0.399
H 4.44567 -0.46108 7.08605  0.343
H 2.53742 1.55808 5.85626  0.141
H 3.90241 0.89559 4.96223  0.219
H 4.12006 -2.06152 2.71722  0.059
H 3.96437 -2.80331 4.26088  0.443
H 4.65282 -1.10452 4.06693  0.498
C -4.19273 0.97741 -2.10414  -1.508
C -3.94759 2.48898 -2.08911  1.143
O -4.97395 3.07980 -2.84637  -0.507
S -5.02141 4.71861 -2.92703  1.154
C -5.73327 5.06828 -1.29725  -0.647
O -3.65761 5.19171 -2.98683  -0.529
O -5.96119 5.07138 -3.95148  -0.644
H -3.54181 0.38486 -1.45750  0.264
H -4.06017 0.53965 -3.09323  0.139
H -5.21269 0.79024 -1.76154  0.515
H -3.91279 2.84579 -1.05460  -0.197
H -2.95720 2.66365 -2.52360  -0.123
H -5.10721 4.59386 -0.54747  0.042
H -6.74092 4.66545 -1.26857  0.380
H -5.68990 6.14468 -1.15752  0.368
C -0.53872 6.05751 -1.95393  -0.891
C 0.04312 5.26022 -3.09961  -0.475
O 0.68402 4.11152 -2.51161  -0.059
S 2.11418 3.59238 -3.08431  0.867
C 3.13005 4.55720 -1.97146  -0.580
O 2.30133 2.21265 -2.69532  -0.332
O 2.35241 4.13901 -4.40114  -0.701
H -1.08894 6.95406 -2.23611  0.506
H 0.21475 6.40295 -1.24231  0.308
H -1.23016 5.39957 -1.42119  -0.061
H -0.68907 4.82436 -3.77900  0.282
H 0.76296 5.88794 -3.62952  0.454
H 2.76924 5.58365 -1.95280  0.377
H 4.13049 4.57855 -2.40072  0.501
H 3.07995 4.08170 -0.99835  -0.365
C 0.60168 1.15075 0.24278  0.303
C 0.19659 0.08725 -0.77627  0.866
O -1.18339 -0.26882 -0.61485  0.370
S -1.47800 -1.81564 -0.14582  0.788
C -0.70104 -1.80097 1.54057  -0.875
O -2.92287 -1.91663 -0.13010  -0.629
O -0.69836 -2.69869 -0.95764  -0.013
H 1.64089 1.45402 0.09854  -0.132
H 0.59333 0.63247 1.20450  0.011
H -0.00063 2.05622 0.23205  -0.151
H 0.34687 0.54956 -1.75513  -0.519
H 0.85864 -0.77640 -0.72742  -0.567
H -1.05270 -1.00953 2.18956  0.185
H 0.36557 -1.80537 1.32326  -0.203
H -0.91582 -2.79352 1.93358  0.550
C -1.66576 -6.02217 -1.44082  -0.704
C -3.04394 -5.54468 -1.88874  -0.009
O -2.92194 -5.15339 -3.26165  -0.329
S -4.09699 -4.23547 -3.88697  1.254
C -3.71444 -2.66496 -3.13240  -0.304
O -3.89327 -4.10319 -5.30688  -0.650
O -5.33672 -4.72718 -3.34549  -0.666
H -1.67577 -6.14955 -0.35676  0.203
H -0.90712 -5.28437 -1.69518  -0.020
H -1.46926 -6.98740 -1.90454  0.471
H -3.77003 -6.34470 -1.73908  0.359
H -3.40145 -4.70062 -1.29450  -0.010
H -4.29989 -1.89354 -3.62525  0.486
H -2.64383 -2.48170 -3.17624  -0.023
H -3.99696 -2.72546 -2.08446  0.015
C 1.96908 -6.92239 -1.05092  -1.592
C 1.69018 -5.91421 0.04286  1.114
O 2.76673 -5.99848 0.98441  -0.399
S 2.82526 -4.86618 2.15904  0.921
C 1.76705 -5.59032 3.39598  -0.853
O 4.17026 -4.82616 2.67558  -0.649
O 2.23058 -3.66606 1.61271  -0.199
H 3.04142 -6.92115 -1.26826  0.427
H 1.44223 -6.71326 -1.97728  0.346
H 1.83892 -7.95065 -0.70967  0.370
H 1.64989 -4.88293 -0.31426  -0.419
H 0.72682 -6.12009 0.52413  0.069
H 0.72523 -5.65136 3.09328  0.098
H 1.90254 -4.93725 4.25866  0.320
H 2.09999 -6.58891 3.67186  0.438
C -0.95760 1.36286 -4.43847  0.397
C -1.60108 0.01284 -4.52894  1.323
C -1.09752 -0.42971 -5.89984  -0.882
O 0.28976 -0.09435 -5.83793  -0.514
C 0.36441 1.18975 -5.18367  -0.130
H -0.63624 1.73401 -3.45929  -0.654
H -1.57718 2.12607 -4.91161  0.378
H -2.68983 0.06137 -4.57095  0.092
H -1.20890 -0.69723 -3.80033  -0.736
H -1.53613 0.07322 -6.77267  0.337
H -1.14719 -1.48849 -6.16097  0.374
H 0.57764 1.98364 -5.91074  0.338
H 1.29447 1.16086 -4.61528  -0.081
C 5.77299 -0.68596 0.31058  -0.340
C 4.70604 0.23073 0.88609  0.464
C 4.51201 1.26086 -0.19937  0.992
O 5.82722 1.46454 -0.69761  -0.541
C 6.46617 0.19391 -0.77969  -0.576
H 5.21230 -1.50276 -0.15596  -0.154
H 6.41505 -1.13729 1.06546  0.467
H 5.09895 0.81804 1.72541  0.095
H 3.77170 -0.21342 1.22614  -0.289
H 4.10773 2.16076 0.26639  -0.345
H 3.80380 0.91884 -0.96154  -0.409
H 7.52435 0.33727 -0.57786  0.347
H 6.29035 -0.28666 -1.74429  0.247
C 2.15021 3.78485 4.03471  -0.438
C 2.55025 3.52666 2.58305  0.939
C 2.44748 4.93593 1.99565  -0.069
O 1.21277 5.40328 2.56367  -0.372
C 1.02259 4.82124 3.87770  -0.425
H 2.94300 4.14863 4.68181  0.484
H 1.71933 2.85455 4.40686  -0.216
H 1.88158 2.88737 2.01427  -0.713
H 3.59309 3.21703 2.47237  0.305
H 2.40126 4.89297 0.90823  -0.454
H 3.22241 5.65916 2.26241  0.408
H 0.02376 4.39060 3.86928  0.289
H 1.23292 5.67450 4.52498  0.263
C 3.50709 -1.87133 -3.00335  -0.087
C 2.72066 -2.81348 -2.11398  0.411
C 2.41143 -3.99099 -3.04960  0.054
O 2.38400 -3.35290 -4.33039  -0.512
C 2.67102 -1.96271 -4.28931  -0.287
H 4.54123 -2.17503 -3.19673  0.343
H 3.63927 -0.87525 -2.56859  -0.294
H 1.79795 -2.29192 -1.84637  -0.753
H 3.24033 -3.10782 -1.19877  0.583
H 1.45803 -4.44738 -2.79607  -0.141
H 3.30434 -4.61886 -3.01944  0.276
H 1.76835 -1.35561 -4.18982  -0.088
H 3.26556 -1.64367 -5.14203  0.381

E_HOMO in eV: -9.17
Kohn-Sham gap in Eh: 0.33692
Charge: 0
LUMO energy in Eh: 0.000
Relative energy (zero: lowest compared OMol25 entry of this formula, charge and spin) in kcal per mole: 0.00
SMILES: CCOS(C)(=O)=O.CCOS(C)(=O)=O.CCOS(C)(=O)=O.CCOS(C)(=O)=O.CCOS(C)(=O)=O.CCOS(C)(=O)=O.CCOS(C)(=O)=O.CCOS(C)(=O)=O.C1CCOC1.C1CCOC1.C1CCOC1.C1CCOC1